An isolated molecule of C4H6N2O2 in a non-equilibrium geometry, computed with ωB97M-V/def2-TZVPD.

CARTESIAN COORDINATES (ANGSTROEM)
C -0.737248 0.156934 -1.270572
H 2.814553 -1.737057 -0.454406
O -2.128208 1.709026 1.705463
H -1.761756 1.736102 2.593253
C 0.501603 -0.544674 -1.041831
N 2.291620 -1.376817 0.339805
C 1.132597 -0.683853 0.143070
H -2.510769 1.235910 -0.578200
C -1.591850 0.809124 -0.239092
H 0.936232 -0.922967 -1.980911
H 2.819619 -1.320422 1.202808
N -1.207430 0.982019 0.955372
O -1.216530 0.226815 -2.410026
H 0.657568 -0.270142 1.035271

Forces on atoms 1 to 6 (eV/Å):
C -0.962 -0.176 -1.257
H -0.364 0.239 0.308
O -0.148 -0.121 -0.454
H 0.191 -0.079 0.003
C 0.599 -0.060 -0.404
N 0.347 -0.039 -0.160

Output
* SMILES string: N/C=C/C(=O)/C=N/O
* spin multiplicity: 1
* charge: 0

Results of the natural (NBO) charge analysis, in e, for atoms 1 through 6:
1. C 0.471
2. H 0.391
3. O -0.555
4. H 0.476
5. C -0.438
6. N -0.785

An isolated molecule of C4H6N2O2 in a non-equilibrium geometry, computed with ωB97M-V/def2-TZVPD.

CARTESIAN COORDINATES (ANGSTROEM)
O -1.733925 -0.067513 2.171870
N 1.612422 -0.667380 -0.121402
N 1.423653 -0.307982 -1.457666
H 2.358935 -0.223044 0.333372
C -0.329601 0.669086 0.049122
H 0.338296 -0.130162 -3.043622
H -0.210883 -1.296436 0.510904
C 0.346837 -0.430567 0.643920
H 0.215625 1.647695 -0.057006
C 0.295565 -0.104294 -1.937779
C -0.552780 0.375364 1.577194
H -0.137989 1.276345 2.156062
O -0.750796 0.430482 -1.222068
H -2.498880 -0.408149 1.560605

Forces on atoms 1 to 6 (eV/Å):
O -1.108 -1.269 -1.048
N -1.266 -0.288 1.789
N 2.426 -1.709 0.878
H 1.615 0.726 -0.114
C 0.531 2.772 0.970
H -1.261 0.477 0.749

Output
* SMILES string: O[C@H]1[C@@H]2NN=CO[C@@H]12
* spin multiplicity: 1
* charge: 0

Results of the natural (NBO) charge analysis, in e, for atoms 1 through 6:
1. O -0.708
2. N -0.417
3. N -0.316
4. H 0.364
5. C 0.018
6. H 0.203

An isolated molecule of C4H6N2O2 in a non-equilibrium geometry, computed with ωB97M-V/def2-TZVPD.

CARTESIAN COORDINATES (ANGSTROEM)
H -1.114550 0.190641 -1.487958
O 1.662137 -0.844880 0.967401
O 2.351324 0.354538 -1.025698
H -1.626554 1.845431 0.651146
C -0.542345 -1.130542 0.256137
H -2.375698 -0.263077 -0.248269
H -0.879367 -2.093994 0.028069
C -1.256378 -0.004878 -0.372640
H -0.618175 -1.091475 1.305171
C 0.238904 1.680978 0.653475
H 2.801822 1.155049 -0.683566
N 0.858020 -1.114359 -0.220438
N -0.941303 1.258280 0.250542
C 1.442159 0.058286 -0.073367

Forces on atoms 1 to 6 (eV/Å):
H 0.081 -0.953 1.331
O 1.768 0.184 0.329
O 0.916 1.178 0.820
H -1.561 0.437 0.019
C 1.581 0.065 -1.563
H 1.496 0.912 -0.180

Output
* spin multiplicity: 1
* charge: 0

Results of the natural (NBO) charge analysis, in e, for atoms 1 through 6:
1. H 0.230
2. O -0.403
3. O -0.679
4. H 0.404
5. C -0.270
6. H 0.220

An isolated molecule of C4H6N2O2 in a non-equilibrium geometry, computed with ωB97M-V/def2-TZVPD.

CARTESIAN COORDINATES (ANGSTROEM)
O 2.317457 1.556576 0.861767
C 1.478751 -0.499662 -0.338303
C -0.792305 0.318372 -0.127921
O 3.738381 0.898730 -0.783892
H -1.213472 -0.470549 -0.762771
H -1.537065 0.602928 0.611835
N 2.755585 -2.642603 0.254476
C 2.174873 -1.695522 -0.027067
H -0.567775 1.179858 -0.755561
H 1.233864 -0.423784 -1.397443
N 0.424310 -0.096843 0.553845
H 0.230711 -0.821873 1.239777
H 1.412740 1.158295 1.125875
C 2.774223 0.839685 -0.107286

Forces on atoms 1 to 6 (eV/Å):
O -0.021 0.734 0.608
C 1.991 2.945 -0.193
C -0.305 -0.027 -0.157
O 0.275 0.265 0.080
H 0.054 0.064 0.062
H -0.003 0.079 -0.023

Output
* SMILES string: CN[C@H](C#N)C(=O)O
* spin multiplicity: 1
* charge: 0

Results of the natural (NBO) charge analysis, in e, for atoms 1 through 6:
1. O -0.668
2. C -0.292
3. C -0.413
4. O -0.547
5. H 0.190
6. H 0.216

HOMO, record by record: -8.730; -8.336; -8.364; -9.587 eV
Energy relative to the best compared isomer or geometry (same formula, charge and spin), record by record: 2.8106; 6.4258; 7.5568; 1.6916 eV